Version a
Entry from the OMol25 dataset: a 2-piece molecular cluster, C2H9N3O2S overall (the ωB97M-V functional and the def2-TZVPD basis).

**Frontier orbital gap (alpha / beta)**: 7.482 / 8.351 eV

Structure (ORCA input):
```
! RIJCOSX wB97M-V def2-TZVPD def2/J DEFGRID3
* xyz 0 1
C -1.793 -0.932 -1.170
C -1.232 -0.952 1.193
N 1.785 2.569 0.559
N 2.290 1.510 -0.144
N -1.397 -0.191 0.043
O 1.729 -1.324 0.583
O 1.510 -0.715 -1.707
S 1.291 -0.273 -0.345
H -2.030 -0.211 -1.971
H -0.857 -1.583 -1.405
H -2.645 -1.564 -1.037
H -1.769 -1.970 1.079
H -0.184 -1.119 1.457
H -1.707 -0.396 2.040
H 0.883 2.988 0.402
H 1.877 2.456 1.578
H 2.250 1.708 -1.155
*
```

---

Version b
Entry from the OMol25 dataset: a 2-piece molecular cluster, C2H9N3O2S overall (the ωB97M-V functional and the def2-TZVPD basis).

**Frontier orbital gap (alpha / beta)**: 7.318 / 7.760 eV

Structure (ORCA input):
```
! RIJCOSX wB97M-V def2-TZVPD def2/J DEFGRID3
* xyz 0 1
C -1.215 -0.964 0.836
C 1.211 -0.915 0.230
N -0.075 2.614 -2.111
N 0.076 1.043 0.963
N 0.013 -0.298 0.856
O -0.857 0.337 -1.989
O -2.334 2.037 -1.066
S -0.972 1.502 -1.191
H -1.938 -0.288 1.227
H -1.480 -1.300 -0.267
H -1.031 -1.822 1.560
H 1.800 0.029 0.020
H 1.628 -1.632 0.887
H 0.935 -1.428 -0.731
H 0.222 3.439 -1.623
H 0.813 2.207 -2.418
H -0.704 1.454 1.551
*
```

---

Of them, version b has the highest stability.

---

Version a
Entry from the OMol25 dataset: C30H31CoN6O6S2 as an isolated structure (the ωB97M-V functional and the def2-TZVPD basis).

**Frontier orbital gap**: 7.363 eV

Structure (ORCA input):
```
! RIJCOSX wB97M-V def2-TZVPD def2/J DEFGRID3
* xyz 0 1
Co 0.618 -1.481 -0.325
O -3.261 -1.575 4.997
C -2.029 -1.690 5.167
O -1.305 -1.586 6.165
C -1.272 -1.899 3.833
C -1.961 -2.338 2.706
C -1.332 -2.283 1.480
N -0.092 -1.812 1.388
C 0.618 -1.456 2.456
C 0.060 -1.511 3.716
C 1.939 -0.908 2.069
C 2.938 -0.571 2.959
C 4.109 -0.010 2.470
C 4.226 0.224 1.112
C 3.182 -0.143 0.278
N 2.081 -0.720 0.742
C -1.872 -2.666 0.153
C -3.133 -3.182 -0.057
C -3.477 -3.592 -1.339
C -2.536 -3.509 -2.347
C -1.297 -2.953 -2.066
N -0.993 -2.495 -0.857
H -2.986 -2.665 2.825
H 0.591 -1.217 4.612
H 2.797 -0.754 4.016
H 4.913 0.249 3.145
H 5.109 0.686 0.694
H 3.206 0.046 -0.786
H -3.824 -3.273 0.770
H -4.463 -3.991 -1.538
H -2.745 -3.856 -3.348
H -0.538 -2.873 -2.830
C 2.941 5.000 -4.338
C 2.346 3.649 -4.038
C 3.164 2.563 -3.735
C 2.628 1.307 -3.509
C 1.252 1.127 -3.574
C 0.420 2.194 -3.872
C 0.972 3.446 -4.103
S 0.540 -0.474 -3.296
O 0.773 -1.257 -4.487
O -0.832 -0.238 -2.917
N 1.344 -1.096 -2.062
C 2.488 -1.967 -2.346
C 2.320 -3.217 -1.503
O 2.935 -4.236 -1.712
O 1.501 -3.060 -0.473
H 3.889 5.138 -3.819
H 2.265 5.803 -4.047
H 3.130 5.098 -5.409
H 4.238 2.704 -3.678
H 3.278 0.470 -3.283
H -0.650 2.038 -3.901
H 0.322 4.281 -4.337
H 3.437 -1.547 -1.988
H 2.580 -2.219 -3.398
C -4.669 1.571 1.426
C -3.955 0.230 1.293
N -2.703 0.324 0.545
C -1.541 0.795 1.007
S -0.220 0.915 -0.106
N -1.483 1.176 2.279
C -0.338 1.797 2.938
C -0.480 3.310 3.004
H -5.573 1.450 2.023
H -4.950 1.957 0.445
H -4.039 2.316 1.912
H -4.586 -0.475 0.754
H -3.765 -0.210 2.278
H -2.693 0.098 -0.438
H -2.318 1.078 2.840
H 0.549 1.530 2.368
H -0.262 1.366 3.937
H -0.568 3.722 1.998
H 0.400 3.746 3.478
H -1.358 3.600 3.583
*
```

---

Version b
Entry from the OMol25 dataset: C30H31CoN6O6S2 as an isolated structure (the ωB97M-V functional and the def2-TZVPD basis).

**Frontier orbital gap**: 7.098 eV

Structure (ORCA input):
```
! RIJCOSX wB97M-V def2-TZVPD def2/J DEFGRID3
* xyz 0 1
Co -1.741 -0.303 -1.032
O 3.289 0.872 3.243
C 3.391 0.216 2.196
O 4.302 -0.469 1.700
C 2.082 0.209 1.354
C 2.112 -0.224 0.030
C 0.970 -0.112 -0.732
N -0.188 0.212 -0.151
C -0.274 0.544 1.135
C 0.872 0.612 1.915
C -1.691 0.702 1.547
C -2.113 1.155 2.780
C -3.474 1.226 3.029
C -4.371 0.859 2.038
C -3.879 0.416 0.822
N -2.574 0.340 0.594
C 0.778 -0.517 -2.143
C 1.801 -0.740 -3.048
C 1.474 -1.034 -4.363
C 0.141 -1.074 -4.741
C -0.832 -0.840 -3.785
N -0.516 -0.586 -2.520
H 3.076 -0.480 -0.394
H 0.879 0.945 2.945
H -1.386 1.420 3.535
H -3.833 1.559 3.994
H -5.438 0.894 2.202
H -4.517 0.098 0.007
H 2.831 -0.679 -2.722
H 2.254 -1.217 -5.090
H -0.149 -1.286 -5.760
H -1.892 -0.862 -4.009
C 4.354 -4.414 2.069
C 2.931 -4.088 1.708
C 2.624 -3.514 0.485
C 1.320 -3.147 0.166
C 0.305 -3.370 1.080
C 0.591 -3.996 2.293
C 1.890 -4.349 2.598
S -1.380 -2.863 0.885
O -2.173 -4.060 0.989
O -1.569 -1.858 1.905
N -1.556 -2.192 -0.563
C -2.322 -2.949 -1.559
C -3.505 -2.121 -2.032
O -4.501 -2.615 -2.508
O -3.305 -0.824 -1.917
H 5.042 -3.724 1.582
H 4.611 -5.432 1.765
H 4.509 -4.338 3.144
H 3.429 -3.286 -0.205
H 1.076 -2.887 -0.857
H -0.212 -4.178 2.996
H 2.112 -4.809 3.554
H -2.680 -3.899 -1.175
H -1.708 -3.156 -2.447
C -0.545 4.257 1.872
C -1.053 4.809 0.549
N -1.670 3.791 -0.307
C -1.145 2.922 -1.171
S -2.249 1.839 -1.971
N 0.148 2.827 -1.473
C 1.322 3.620 -1.102
C 1.509 4.842 -1.990
H -0.044 5.043 2.438
H 0.161 3.438 1.725
H -1.373 3.878 2.470
H -0.270 5.320 -0.002
H -1.829 5.551 0.734
H -2.661 3.644 -0.188
H 0.303 2.148 -2.202
H 2.175 2.950 -1.204
H 1.277 3.882 -0.050
H 1.676 4.544 -3.026
H 2.374 5.417 -1.658
H 0.633 5.492 -1.969
*
```

---

Of them, version a has the highest stability.

---

Version a
Entry from the OMol25 dataset: a 2-piece molecular cluster, C2H7S2 overall (the ωB97M-V functional and the def2-TZVPD basis).

**Frontier orbital gap**: 6.619 eV

Structure (ORCA input):
```
! RIJCOSX wB97M-V def2-TZVPD def2/J DEFGRID3
* xyz -1 1
S 2.146 -0.366 -1.005
H 3.314 -1.014 -0.823
H 1.348 -1.036 0.030
C -1.229 0.401 -0.524
C -0.562 0.416 0.866
S -0.011 -1.249 1.352
H -2.010 -0.347 -0.535
H -0.430 0.041 -1.163
H -1.509 1.432 -0.725
H -1.306 0.615 1.642
H 0.249 1.108 0.884
*
```

---

Version b
Entry from the OMol25 dataset: a 2-piece molecular cluster, C2H7S2 overall (the ωB97M-V functional and the def2-TZVPD basis).

**Frontier orbital gap**: 6.821 eV

Structure (ORCA input):
```
! RIJCOSX wB97M-V def2-TZVPD def2/J DEFGRID3
* xyz -1 1
S -2.390 0.187 -0.125
H -2.304 -0.738 0.819
C 1.236 -1.676 0.390
C 1.479 -0.495 -0.543
S 0.953 1.113 0.131
H 1.678 -1.498 1.375
H 0.168 -1.796 0.546
H 1.680 -2.598 0.004
H 0.954 -0.666 -1.483
H 2.551 -0.419 -0.742
H -0.465 0.809 0.015
*
```

---

Version c
Entry from the OMol25 dataset: a 2-piece molecular cluster, C2H7S2 overall (the ωB97M-V functional and the def2-TZVPD basis).

**Frontier orbital gap**: 6.713 eV

Structure (ORCA input):
```
! RIJCOSX wB97M-V def2-TZVPD def2/J DEFGRID3
* xyz -1 1
S -2.314 0.956 0.028
H -1.789 1.762 -0.913
C 2.729 0.087 0.438
C 1.233 -0.161 0.719
S 0.371 -1.052 -0.624
H 3.309 -0.838 0.435
H 2.866 0.655 -0.475
H 3.122 0.592 1.334
H 0.750 0.814 0.835
H 1.115 -0.686 1.667
H -1.218 0.009 -0.255
*
```

---

Of them, version b has the highest stability.

---

Version a
Entry from the OMol25 dataset: a 2-piece molecular cluster, CH5N2O overall (the ωB97M-V functional and the def2-TZVPD basis).

**Frontier orbital gap**: 10.843 eV

Structure (ORCA input):
```
! RIJCOSX wB97M-V def2-TZVPD def2/J DEFGRID3
* xyz 1 1
C 0.193 -0.215 0.571
N -0.796 -0.998 0.352
N 0.500 0.779 -0.219
O 1.368 1.767 0.001
H 1.102 -0.482 1.204
H -0.892 -1.970 0.563
H -1.645 -0.728 0.006
H -0.709 1.008 -1.076
H 2.134 1.648 -0.596
*
```

---

Version b
Entry from the OMol25 dataset: an isolated ion of composition CH5N2O and charge +1 (the ωB97M-V functional and the def2-TZVPD basis).

**Frontier orbital gap**: 11.275 eV

Structure (ORCA input):
```
! RIJCOSX wB97M-V def2-TZVPD def2/J DEFGRID3
* xyz 1 1
C -0.646 0.481 0.029
N 0.715 0.457 -0.035
N -1.284 -0.683 0.108
O 1.635 -0.661 -0.011
H -1.117 1.481 0.249
H 1.147 1.315 0.007
H -0.612 -1.360 -0.142
H -2.272 -0.829 0.285
H 2.434 -0.200 -0.491
*
```

---

Of them, version b has the highest stability.

---

Version a
Entry from the OMol25 dataset: a 2-piece molecular cluster, CH5N2O overall (the ωB97M-V functional and the def2-TZVPD basis).

**Frontier orbital gap (alpha / beta)**: 8.297 / 8.919 eV

Structure (ORCA input):
```
! RIJCOSX wB97M-V def2-TZVPD def2/J DEFGRID3
* xyz 1 1
C -0.797 0.550 0.092
N 0.631 0.485 0.035
N -1.386 -0.599 -0.005
O 2.337 -0.283 -0.021
H -1.228 1.584 0.199
H 1.232 1.271 0.307
H -0.868 -1.379 0.242
H -2.330 -0.780 -0.108
H 2.409 -0.849 -0.741
*
```

---

Version b
Entry from the OMol25 dataset: an isolated ion of composition CH5N2O and charge +1 (the ωB97M-V functional and the def2-TZVPD basis).

**Frontier orbital gap**: 10.984 eV

Structure (ORCA input):
```
! RIJCOSX wB97M-V def2-TZVPD def2/J DEFGRID3
* xyz 1 1
C 0.443 -0.178 0.613
N -0.181 0.800 -0.155
N 0.457 -1.440 0.273
O -1.133 0.998 -1.352
H 0.765 0.222 1.609
H -0.495 1.643 0.480
H 0.235 -1.933 -0.628
H 1.035 -2.030 0.828
H -1.126 1.918 -1.669
*
```

---

Of them, version b has the highest stability.

---

Version a
Entry from the OMol25 dataset: an isolated ion of composition C2H3FN3 and charge +1 (the ωB97M-V functional and the def2-TZVPD basis).

**Frontier orbital gap**: 12.059 eV

Structure (ORCA input):
```
! RIJCOSX wB97M-V def2-TZVPD def2/J DEFGRID3
* xyz 1 1
C 0.261 -0.399 -1.134
C -0.017 0.594 0.834
N -0.758 -0.955 -0.647
N 0.796 0.563 -0.225
N -0.889 -0.425 0.635
F -1.750 -0.898 1.480
H 0.598 -0.670 -2.228
H 0.072 1.168 1.775
H 1.687 1.022 -0.490
*
```

---

Version b
Entry from the OMol25 dataset: an isolated ion of composition C2H3FN3 and charge +1 (the ωB97M-V functional and the def2-TZVPD basis).

**Frontier orbital gap**: 10.739 eV

Structure (ORCA input):
```
! RIJCOSX wB97M-V def2-TZVPD def2/J DEFGRID3
* xyz 1 1
C -0.797 -0.319 -0.353
C 0.728 0.953 0.880
N -1.854 -0.559 -0.757
N 0.375 0.050 -0.121
N -0.391 1.352 1.418
F -0.220 2.321 2.343
H -2.804 -1.027 -0.895
H 1.748 1.119 0.955
H 1.122 -0.242 -0.720
*
```

---

Of them, version a has the highest stability.

---

Version a
Entry from the OMol25 dataset: one molecule with the formula C18H20ClFN4O2 (the ωB97M-V functional and the def2-TZVPD basis).

**Frontier orbital gap**: 8.505 eV

Structure (ORCA input):
```
! RIJCOSX wB97M-V def2-TZVPD def2/J DEFGRID3
* xyz 0 1
C 2.779 8.641 -0.907
O 1.882 7.763 -1.586
C 1.549 6.638 -0.934
C 0.643 5.759 -1.618
C 0.263 4.618 -1.023
C 0.786 4.292 0.293
N 0.603 3.222 1.010
C -0.353 2.297 0.639
O -1.386 2.551 0.040
C -0.042 0.896 1.119
C -1.123 -0.101 0.781
C -1.352 -0.472 -0.694
N -1.521 -1.879 -0.285
C -0.938 -2.892 -1.142
C -1.075 -4.251 -0.503
C -2.358 -4.751 -0.290
C -2.566 -5.974 0.314
C -1.464 -6.703 0.713
F -1.678 -7.901 1.303
C -0.161 -6.274 0.543
C 1.004 -7.102 1.000
C -0.006 -5.028 -0.073
Cl 1.632 -4.457 -0.286
C -0.823 -1.598 0.986
N 1.622 5.232 0.803
N 2.028 6.388 0.232
H 2.926 9.482 -1.577
H 2.348 8.974 0.037
H 3.727 8.141 -0.706
H 0.291 6.045 -2.599
H -0.427 3.926 -1.477
H 0.917 0.601 0.678
H 0.135 0.947 2.197
H -2.065 0.180 1.248
H -2.199 -0.027 -1.214
H -0.436 -0.319 -1.288
H -1.483 -2.886 -2.091
H 0.114 -2.674 -1.368
H -3.201 -4.146 -0.599
H -3.558 -6.370 0.483
H 1.595 -6.560 1.739
H 0.663 -8.034 1.442
H 1.665 -7.330 0.164
H 0.256 -1.805 0.923
H -1.235 -2.102 1.862
H 2.020 5.043 1.709
*
```

---

Version b
Entry from the OMol25 dataset: one molecule with the formula C18H20ClFN4O2 (the ωB97M-V functional and the def2-TZVPD basis).

**Frontier orbital gap**: 8.438 eV

Structure (ORCA input):
```
! RIJCOSX wB97M-V def2-TZVPD def2/J DEFGRID3
* xyz 0 1
C -3.124 -7.487 0.032
O -2.964 -6.251 -0.665
C -1.785 -5.628 -0.500
C -1.623 -4.393 -1.220
C -0.470 -3.722 -1.103
C 0.593 -4.238 -0.252
N 1.773 -3.765 -0.078
C 2.155 -2.469 -0.373
O 3.140 -2.218 -1.031
C 1.365 -1.360 0.313
C 2.034 -0.011 0.201
C 2.080 0.678 -1.173
N 1.755 1.955 -0.513
C 0.829 2.835 -1.194
C 0.503 4.025 -0.324
C 1.559 4.799 0.154
C 1.343 5.892 0.969
C 0.042 6.207 1.309
F -0.160 7.278 2.108
C -1.058 5.487 0.880
C -2.451 5.868 1.284
C -0.783 4.389 0.058
Cl -2.156 3.456 -0.487
C 1.241 1.227 0.661
N 0.274 -5.421 0.359
N -0.872 -6.131 0.246
H -4.120 -7.835 -0.219
H -2.372 -8.207 -0.290
H -3.029 -7.335 1.107
H -2.429 -4.052 -1.856
H -0.288 -2.816 -1.663
H 0.366 -1.310 -0.134
H 1.207 -1.644 1.357
H 3.027 -0.039 0.647
H 3.016 0.658 -1.728
H 1.265 0.321 -1.823
H 1.304 3.182 -2.117
H -0.090 2.308 -1.482
H 2.566 4.510 -0.117
H 2.156 6.498 1.343
H -2.927 5.058 1.838
H -2.441 6.757 1.908
H -3.068 6.061 0.406
H 0.155 1.052 0.601
H 1.476 1.676 1.627
H 0.984 -5.847 0.934
*
```

---

Of them, version a has the highest stability.

---

Version a
Entry from the OMol25 dataset: a 17-piece molecular cluster, H35O17 overall (the ωB97M-V functional and the def2-TZVPD basis).

**Frontier orbital gap**: 10.593 eV

Structure (ORCA input):
```
! RIJCOSX wB97M-V def2-TZVPD def2/J DEFGRID3
* xyz 1 1
O -3.642 -0.010 -4.057
H 1.190 -2.829 2.385
H 1.599 -3.839 1.343
O 0.858 -3.425 1.652
H 2.846 -0.405 3.131
H 0.020 2.269 -4.861
O -0.729 3.502 0.804
H 1.559 2.638 -4.752
H -1.185 3.881 0.055
O 3.376 2.179 -1.039
H 3.812 3.017 -1.147
H -3.536 2.097 3.795
O -1.686 2.650 -1.839
H -1.526 -2.381 -0.017
O -2.189 -1.060 3.337
H -2.013 -0.894 4.216
H 0.880 -0.196 4.925
O 1.740 0.347 -0.201
H 3.911 -1.121 -3.278
H 2.064 -0.117 -0.901
O -4.040 1.482 3.209
H -4.280 0.625 -3.744
H -1.125 -1.609 1.396
O 2.684 -1.374 3.357
H -1.142 -1.478 -2.022
H 3.144 -1.387 4.160
O 0.347 0.511 4.643
H 2.314 0.528 0.610
H 0.154 1.093 5.340
O -1.401 -2.323 -1.605
H 2.380 -3.035 -1.640
H -1.917 3.324 -1.243
O -0.107 -0.456 1.494
H 0.117 3.149 0.475
H -0.120 -0.441 2.433
O 2.585 -3.463 -2.432
H -3.656 -0.773 -3.483
H 2.331 -4.387 -2.780
O -1.908 -1.979 0.813
H -0.125 0.413 -0.617
H -2.689 -0.457 2.867
O -0.693 0.291 -1.389
H -1.465 2.956 -2.655
H -0.877 1.255 -1.586
O 0.692 2.859 -4.550
H -2.593 -1.270 0.548
H 2.520 2.361 -0.727
O 3.016 -0.894 -2.756
H 2.465 -0.346 -3.353
H -4.150 1.638 2.292
H -0.486 -2.523 -1.541
H 0.676 -0.591 0.934
*
```

---

Version b
Entry from the OMol25 dataset: H35O17 as an isolated structure (the ωB97M-V functional and the def2-TZVPD basis).

**Frontier orbital gap**: 10.142 eV

Structure (ORCA input):
```
! RIJCOSX wB97M-V def2-TZVPD def2/J DEFGRID3
* xyz 1 1
O -2.150 -1.466 -0.213
H -1.617 2.963 -0.920
H -1.306 4.143 -0.077
O -1.110 3.875 -1.054
H -4.876 0.080 -0.970
H 4.880 -3.072 0.750
O 0.017 -3.161 -0.498
H 0.624 -2.429 -0.503
H -1.149 -0.092 0.321
O 4.763 0.875 0.206
H 5.286 0.430 -0.406
H -2.290 1.178 0.815
O -1.482 0.756 1.259
H 1.628 -1.791 2.524
O 2.285 0.924 1.270
H 1.970 1.617 1.935
H 2.343 -1.013 -4.666
O -0.092 3.460 2.705
H 3.986 -3.501 -1.840
H -0.587 0.854 -3.027
O -3.053 0.655 3.294
H -2.984 -1.046 0.075
H -3.309 0.040 4.012
O -4.566 -0.222 -0.037
H 4.464 -1.611 1.584
H -5.570 -0.585 0.127
O 2.281 -1.061 -3.787
H -0.588 3.911 3.408
H 2.903 -0.399 -3.416
O -2.491 -0.841 -2.695
H -4.685 3.078 0.634
H 0.994 0.409 0.425
O -0.215 0.096 -2.528
H -3.169 -0.894 -3.343
H 0.511 -0.206 -3.225
O -3.794 2.764 0.395
H -2.217 -1.712 -1.222
H 0.470 -3.878 -0.393
O 0.199 -0.068 0.000
H -0.013 2.480 2.867
H 2.940 0.331 1.793
O 2.559 -1.462 2.113
H -3.661 3.268 -0.455
H -3.353 1.498 3.434
O 4.525 -2.557 1.456
H 0.287 0.069 -0.906
H 3.963 0.993 -0.302
O 3.232 -2.971 -1.519
H 3.615 -2.453 -0.755
H -1.789 0.401 2.171
H -1.737 -0.558 -3.221
H 3.127 -2.099 2.405
*
```

---

Of them, version a has the highest stability.